# C38H29BrCl5N8O4STb

A molecular structure, C38H29BrCl5N8O4STb in a non-equilibrium geometry (ωB97M-V/def2-TZVPD, the Open Molecules 2025 dataset).

Atoms and positions in Å:
Tb: -1.339 -0.059 0.592
Br: 2.059 -4.398 -4.524
C: 1.336 -3.680 -2.958
C: 2.156 -3.482 -1.825
C: 1.635 -2.925 -0.658
C: 0.270 -2.508 -0.582
O: -0.214 -1.940 0.490
C: -0.581 -2.787 -1.754
C: -1.971 -2.472 -1.704
N: -2.549 -1.639 -0.842
C: -3.928 -1.702 -0.747
C: -4.671 -2.887 -0.988
C: -6.078 -2.877 -0.903
C: -6.753 -1.718 -0.531
C: -6.038 -0.534 -0.211
C: -6.674 0.666 0.204
C: -5.884 1.770 0.504
C: -4.487 1.674 0.453
N: -3.834 0.551 0.106
C: -4.584 -0.525 -0.279
C: -0.004 -3.360 -2.942
H: 3.183 -3.789 -1.887
H: 2.230 -2.779 0.231
H: -2.557 -2.824 -2.567
H: -4.105 -3.749 -1.315
H: -6.637 -3.779 -1.123
H: -7.835 -1.720 -0.439
H: -7.754 0.695 0.269
H: -6.331 2.722 0.750
H: -3.890 2.528 0.732
H: -0.616 -3.487 -3.816
Cl: -3.094 -1.174 2.749
C: -2.624 0.371 3.447
C: -1.754 1.185 2.750
C: -1.274 2.365 3.281
Cl: -0.065 3.235 2.462
C: -1.797 2.822 4.490
Cl: -1.331 4.342 5.103
C: -2.714 2.028 5.216
Cl: -3.318 2.571 6.729
C: -3.125 0.783 4.697
Cl: -4.169 -0.229 5.614
C: 1.689 0.976 -4.256
C: 0.785 -0.148 -3.795
N: 0.191 0.215 -2.502
C: -0.202 1.508 -2.158
N: -0.929 1.662 -1.049
C: -1.335 3.032 -0.756
C: -0.215 4.034 -1.081
C: 0.065 3.933 -2.575
N: 0.250 2.512 -2.943
C: 0.885 2.277 -4.268
H: 2.062 0.739 -5.251
H: 2.550 1.082 -3.594
H: 1.347 -1.082 -3.665
H: -0.011 -0.312 -4.542
H: -0.462 -0.486 -2.139
H: -1.543 3.096 0.319
H: -2.246 3.295 -1.314
H: 0.673 3.788 -0.501
H: -0.508 5.049 -0.817
H: 0.976 4.470 -2.840
H: -0.754 4.352 -3.178
H: 1.529 3.138 -4.470
H: 0.076 2.254 -5.019
O: 7.375 -1.074 -0.836
S: 8.236 -1.131 0.361
O: 9.252 -2.173 0.373
O: 8.608 0.201 0.897
C: 7.104 -1.342 1.771
N: 7.604 -1.727 2.944
C: 6.768 -1.610 3.972
C: 5.434 -1.230 3.850
C: 5.003 -1.009 2.526
N: 5.831 -1.143 1.475
C: 3.650 -0.582 2.144
C: 3.450 -0.132 0.811
C: 2.184 0.300 0.462
N: 1.114 0.276 1.300
C: 1.313 -0.170 2.562
C: 2.545 -0.606 3.021
H: 7.217 -1.808 4.946
H: 4.795 -1.092 4.699
H: 4.273 -0.172 0.122
H: 1.991 0.661 -0.543
H: 0.448 -0.166 3.223
H: 2.641 -0.942 4.043

Atomic forces in eV per Å
-0.3 -0.4 -0.6
0.4 -0.2 -0.6
-0.2 0.4 1.2
-0.5 -0.1 -0.5
-1.4 0.4 -0.4
0.8 -1.2 -1.6
0.0 0.4 0.4
0.4 0.3 0.7
1.0 -0.8 -1.4
-1.2 0.9 0.7
0.6 -0.8 0.2
0.1 1.3 -0.3
0.2 0.8 0.3
0.3 -0.5 -0.1
0.8 0.2 0.1
1.1 0.1 -0.1
-0.4 -0.5 -0.3
0.1 -1.2 -0.2
-0.8 0.6 0.0
-1.4 0.1 0.3
0.1 0.5 1.4
0.3 0.0 0.1
0.2 0.0 0.0
0.0 0.0 0.3
-0.2 -0.1 0.2
0.0 0.0 0.0
0.1 0.1 -0.1
0.0 0.1 0.0
0.0 0.0 0.2
0.2 0.0 0.1
-0.2 -0.1 -0.2
0.0 0.1 0.2
0.0 1.5 1.1
0.4 -1.1 -1.2
-1.6 -0.9 1.0
0.7 0.7 -0.4
-0.3 -0.4 0.2
0.2 0.5 0.3
0.2 -0.3 -0.9
0.0 0.0 0.0
0.3 0.0 -0.1
-0.1 0.0 0.0
-0.4 0.2 0.0
-0.1 0.1 0.2
-0.8 0.6 0.5
0.1 -0.8 0.2
1.0 -0.2 -1.3
0.2 0.3 0.4
-0.6 -0.3 -0.4
-0.1 -0.6 0.2
0.4 0.6 -0.2
-0.4 -0.3 0.5
0.0 0.1 -0.1
0.0 0.0 0.1
-0.3 0.2 0.0
0.2 -0.1 0.2
0.4 0.1 -0.3
-0.2 0.0 -0.3
0.1 0.0 0.1
0.1 -0.1 0.0
-0.1 0.0 0.0
0.1 0.0 0.0
0.1 0.0 0.2
-0.1 -0.1 0.0
0.4 0.0 0.0
1.6 0.3 0.6
-1.8 -0.7 2.5
-0.5 1.4 -0.6
1.2 0.0 -2.0
-1.0 -2.4 -0.1
0.2 1.0 -0.7
-0.1 -0.1 0.4
0.5 0.1 -1.5
0.3 -0.3 0.4
0.8 0.7 0.8
-1.3 0.3 -0.6
-0.5 -0.3 1.6
-0.7 -0.1 0.5
1.2 -0.1 0.4
0.2 0.3 -0.8
0.6 0.3 -0.7
-0.2 -0.1 -0.1
-0.1 0.0 0.2
0.0 0.2 -0.2
-0.1 -0.1 0.0
0.1 0.0 -0.2
0.0 -0.1 0.0

Computed properties:
* lowest unoccupied orbital energy (alpha / beta): -1.101 / -5.033 eV
* 2S+1: 7
* HOMO-LUMO gap (alpha / beta): 3.70 / 2.08 eV
* maximum force: 3.2 eV/A
* energy above the lowest of the compared OMol25 structures with the same formula, charge and spin: 80.52 kcal per mole
* charge: 0